1.
C8H13N3O6 in the gas phase. Source: OMol25; level of theory: ωB97M-V/def2-TZVPD.

Structure (XYZ):
```
30
Properties=species:S:1:pos:R:3:lowdin_charge:R:1
N -4.78 -0.55 0.71 0.154
C -3.69 -0.28 -0.16 -0.515
O -3.83 0.11 -1.28 0.078
C -2.34 -0.43 0.55 -0.053
C -1.37 0.25 -0.45 -0.175
N 0.00 -0.15 -0.60 0.090
C 0.78 -0.36 0.44 -0.490
O 0.50 -0.02 1.56 0.126
C 2.05 -1.24 0.16 -0.264
N 2.14 -1.71 -1.21 0.034
C 3.26 -0.43 0.71 -0.051
C 3.45 0.88 0.14 -0.510
O 4.56 1.26 -0.19 0.101
O 2.33 1.68 0.08 0.094
C -1.46 1.88 -0.10 -0.393
O -2.47 2.31 0.48 0.090
O -0.42 2.59 -0.51 0.110
H -5.70 -0.43 0.30 0.103
H -4.52 -1.13 1.46 0.079
H -2.17 -1.49 0.78 0.134
H -2.36 0.16 1.49 0.132
H -1.82 0.24 -1.38 0.109
H 0.16 -0.81 -1.35 0.138
H 2.02 -2.10 0.76 0.131
H 2.25 -0.98 -1.96 0.108
H 2.97 -2.32 -1.33 0.098
H 4.24 -0.93 0.37 0.165
H 3.16 -0.40 1.73 0.104
H 2.80 2.48 -0.26 0.151
H 0.25 1.93 -0.93 0.126
```

**E_HOMO**: -9.822 eV
**Strongest force on any atom**: 4.68 eV/A
**Orbital gap**: 10.13 eV


2.
A molecular structure, C8H13N5O3. Source: OMol25; level of theory: ωB97M-V/def2-TZVPD.

Structure (XYZ):
```
29
Properties=species:S:1:pos:R:3:lowdin_charge:R:1
C 0.80 3.72 3.01 -0.069
H -0.09 4.00 2.42 0.064
C 1.03 2.11 2.92 -0.204
C 1.05 1.64 1.52 -0.156
H 1.20 0.69 1.47 0.031
C -0.30 1.90 0.78 -0.168
N -0.30 1.21 -0.40 0.039
C -0.74 0.11 -0.86 -0.476
O -1.59 -0.35 -0.10 0.045
C -0.57 -0.57 -2.23 0.018
N -0.61 -1.99 -2.02 -0.173
C -1.76 -2.54 -1.85 -0.173
N -1.76 -3.84 -2.05 0.212
C -0.30 -4.06 -2.08 -0.212
N 0.28 -2.76 -2.41 0.223
N 0.27 -5.21 -2.13 -0.366
O -0.44 -6.25 -2.17 0.075
O 1.47 -5.14 -2.39 0.088
H -2.73 -2.27 -1.73 0.115
H -1.22 -0.12 -2.79 0.080
H 0.56 -0.33 -2.53 0.184
H 0.61 1.47 -0.93 0.193
H -1.00 1.37 1.38 0.129
H -0.44 2.88 0.74 0.070
H 2.19 2.16 0.96 0.212
H 0.09 1.78 3.44 0.140
H 1.67 2.03 3.47 -0.047
H 1.01 4.10 4.02 0.076
H 1.61 4.26 2.54 0.051
```

**E_HOMO**: -10.053 eV
**Strongest force on any atom**: 17.62 eV/A
**Orbital gap**: 8.87 eV


3.
C8H13NO in the gas phase. Source: OMol25; level of theory: ωB97M-V/def2-TZVPD.

Structure (XYZ):
```
23
Properties=species:S:1:pos:R:3:lowdin_charge:R:1
C 1.00 2.21 -0.76 0.016
C -0.23 1.71 -0.56 -0.352
O -1.35 2.46 -0.62 0.034
C -2.43 1.65 -0.31 -0.068
C -2.00 0.37 -0.04 0.005
N -0.55 0.37 -0.14 0.014
C 0.35 -0.68 0.22 -0.526
C -0.38 -1.80 1.12 -0.034
C 0.83 -1.40 -1.11 -0.002
C 1.55 -0.26 1.04 -0.041
H 1.13 3.29 -1.21 0.101
H 1.77 1.61 -1.10 0.018
H -3.33 2.19 -0.08 0.115
H -2.54 -0.40 0.36 0.076
H -0.84 -1.41 2.06 0.102
H -1.21 -2.20 0.56 0.057
H 0.32 -2.64 1.18 0.080
H 1.48 -1.05 -1.80 0.035
H -0.21 -1.49 -1.63 0.124
H 1.16 -2.34 -0.83 0.044
H 2.44 -0.78 0.87 0.071
H 1.67 0.76 0.66 0.047
H 1.36 -0.17 2.11 0.087
```

**E_HOMO**: -7.149 eV
**Strongest force on any atom**: 6.05 eV/A
**Orbital gap**: 7.98 eV